Entry from OMol25: a single C2H6N6O molecule at a distorted geometry (wB97M-V/def2-TZVPD).

Element x y z (Å)
1 N 0.4958 -0.2021 -0.3551
2 H -2.7622 -0.7232 -0.9413
3 H 2.6372 -1.4586 -0.3672
4 N -1.6373 0.9123 -0.0220
5 N 0.4217 1.9857 0.1667
6 O 2.9423 -0.5307 0.0666
7 N 0.3962 -1.5110 0.0358
8 H 0.1605 2.8351 -0.5425
9 H -0.7226 -1.8468 -0.0800
10 H 0.4786 -1.6960 1.1828
11 C -0.3913 0.8633 -0.0221
12 N 1.8455 1.5636 0.0640
13 N -2.3836 -0.4362 0.1126
14 H -3.2941 0.0050 0.6947
15 C 1.8135 0.2398 0.0068

Cartesian forces, eV/Å:
1.91 0.42 2.13
0.92 1.36 3.44
0.91 2.80 1.51
-2.58 -1.37 0.54
0.73 1.62 -2.69
-3.09 -2.21 -1.64
-4.67 -4.60 3.14
1.10 -2.75 2.43
3.90 1.34 0.11
-0.19 1.24 -3.43
1.60 -0.52 -0.77
-0.87 -1.97 0.64
-2.65 2.33 -1.39
2.92 -1.96 -2.41
0.04 4.27 -1.61

Calculated values
HOMO energy, eV: -8.27
Energy relative to the best compared isomer or geometry (same formula, charge and spin), kcal per mole: 56.2
Molecular weight, g/mol: 130.11
F_max, eV Å⁻¹: 7.266
HOMO-LUMO gap, eV: 8.7
E_tot, eV: -13153.98084
Structure (SMILES): N/N=c1/[nH]nc(O)n1N



Entry from OMol25: a gas-phase ion, C2H6NO2 (charge +1) at a distorted geometry (wB97M-V/def2-TZVPD).

Element x y z (Å)
1 H -0.3317 -0.7095 1.4001
2 N 0.5469 -0.9694 0.9122
3 H -1.1632 2.3106 -1.0737
4 C -0.6320 0.7826 -0.3657
5 H 0.5914 -1.9805 0.8806
6 C 0.3348 -0.2799 -0.4811
7 O -0.9009 1.4679 -1.4918
8 H 0.0678 -1.0156 -1.2342
9 O -1.2870 0.8925 0.6714
10 H 1.4186 0.0667 -0.6640
11 H 1.3553 -0.5656 1.4462

Cartesian forces, eV/Å:
0.22 0.08 0.32
-1.00 1.35 -0.33
-0.71 0.29 -0.94
-3.44 0.61 1.27
0.30 -0.28 -0.18
4.82 -1.59 0.57
1.18 0.07 1.75
-0.02 -0.11 0.03
1.45 0.24 -1.32
-1.91 -0.14 -0.50
-0.89 -0.53 -0.67

Calculated values
HOMO energy, eV: -16.15
Energy relative to the best compared isomer or geometry (same formula, charge and spin), kcal per mole: 15.5
Molecular weight, g/mol: 76.07
F_max, eV Å⁻¹: 5.106
HOMO-LUMO gap, eV: 12.1
E_tot, eV: -7749.23239
Structure (SMILES): [NH3+]CC(=O)O
Charge: +1



Entry from OMol25: a molecular structure, C2H6NO2P at a distorted geometry (wB97M-V/def2-TZVPD).

Element x y z (Å)
1 O -2.7243 1.2188 -0.1445
2 N 1.1253 -0.2480 -1.2234
3 H 0.3002 -0.5079 1.8521
4 H 0.4907 -1.8655 0.3712
5 H -0.0147 1.0586 0.0475
6 P -1.6547 -0.4804 -0.7774
7 C 0.0933 0.0749 -0.3400
8 H 1.8087 0.5400 -1.3461
9 C 0.0113 -0.9355 0.8070
10 H -2.7774 0.9509 0.7646
11 H 1.3742 -1.1745 -1.1718
12 O -1.4016 -1.1784 0.7619

Cartesian forces, eV/Å:
2.16 -2.94 -2.05
0.55 4.80 -1.14
-0.04 -1.40 -1.78
0.07 0.79 1.62
0.46 1.08 -0.15
-1.74 2.63 2.44
-1.13 -1.31 0.48
-0.64 -2.04 -0.03
-0.06 0.17 0.66
-0.16 -0.11 1.00
1.48 -1.89 -0.11
-0.96 0.22 -0.94

Calculated values
HOMO energy, eV: -8.87
Energy relative to the best compared isomer or geometry (same formula, charge and spin), kcal per mole: 62.6
Molecular weight, g/mol: 107.05
F_max, eV Å⁻¹: 4.962
HOMO-LUMO gap, eV: 9.2
E_tot, eV: -17043.05454



Entry from OMol25: 2 unconnected molecules or ions with the total composition C2H6NO2P at a distorted geometry (wB97M-V/def2-TZVPD).

Element x y z (Å)
1 C 1.5675 -0.8384 0.9193
2 O -3.3034 0.8417 0.2649
3 H -0.9059 0.8529 -0.5180
4 H 2.2702 -1.6217 0.9557
5 N -2.3057 0.2085 -0.0365
6 H 0.7902 1.5637 -0.5641
7 H 0.0987 1.0295 -2.0833
8 C 0.2437 0.7601 -1.0036
9 O -2.0709 -0.9927 0.0625
10 H 2.1354 0.1364 1.0901
11 P 0.6294 -0.9136 -0.7529
12 H 0.8510 -1.0266 1.6657

Cartesian forces, eV/Å:
0.20 2.12 -1.92
0.36 -1.54 -0.08
-0.10 -0.52 -0.22
0.84 -1.12 -0.10
1.21 1.39 -0.18
0.52 0.28 0.75
-0.23 -0.49 0.90
-0.61 0.02 -1.49
-0.41 0.51 0.17
-1.06 -1.17 -0.26
0.27 0.53 1.24
-0.98 -0.01 1.20

Calculated values
HOMO energy (spin up / spin down), eV: -8.59 / -8.34
Energy relative to the best compared isomer or geometry (same formula, charge and spin), kcal per mole: 137.9
Molecular weight, g/mol: 107.05
F_max, eV Å⁻¹: 2.865
HOMO-LUMO gap (spin up / spin down), eV: 7.0 / 6.6
E_tot, eV: -17039.78725



Entry from OMol25: 2 unconnected molecules or ions with the total composition C2H6NO3 at a distorted geometry (wB97M-V/def2-TZVPD).

Element x y z (Å)
1 H -0.3019 2.7020 1.4639
2 N -0.0898 1.0969 0.0962
3 H -0.2512 0.9521 2.2649
4 H -0.7158 0.9243 -0.6916
5 H -0.7134 -1.2156 -1.3744
6 C -0.5984 1.5847 1.3889
7 O 0.7809 -0.5019 -1.0820
8 C 0.8283 0.0358 0.0872
9 H -1.6579 -2.3140 -0.8452
10 O 1.4405 -0.4065 1.1159
11 O -1.6427 -1.6034 -1.4888
12 H -1.7394 1.6456 1.2920

Cartesian forces, eV/Å:
-0.18 -1.70 0.54
0.21 0.25 1.59
-0.36 0.84 -1.22
0.05 0.43 0.77
-0.42 -0.16 -0.13
-0.99 1.50 -0.93
0.93 -0.31 0.45
-0.15 -2.34 -0.07
0.00 -0.06 0.08
-0.98 1.65 -1.64
0.54 0.28 0.01
1.36 -0.38 0.54

Calculated values
HOMO energy, eV: -4.41
Energy relative to the best compared isomer or geometry (same formula, charge and spin), kcal per mole: 12.1
Molecular weight, g/mol: 92.07
F_max, eV Å⁻¹: 2.521
HOMO-LUMO gap, eV: 8.6
E_tot, eV: -9805.67524
Charge: -1



Entry from OMol25: 2 unconnected molecules or ions with the total composition C2H6NO3 (wB97M-V/def2-TZVPD).

Element x y z (Å)
1 O 0.3857 -2.2867 2.1152
2 H -0.2436 -0.7091 -1.8012
3 H 0.1610 -1.3882 2.4164
4 O -1.7775 0.8513 0.7884
5 H -0.9742 1.5320 -1.6431
6 O 0.4163 0.4518 1.1639
7 H 0.5626 1.9371 -0.9022
8 N 0.4464 0.0302 -1.7151
9 C -0.1882 1.1512 -0.9948
10 H 1.1651 -0.3485 -1.1064
11 H 0.6240 -2.0142 1.2121
12 C -0.5774 0.7931 0.4667

Cartesian forces, eV/Å:
0.09 0.51 -0.43
-0.02 -0.03 -0.01
-0.07 -0.05 0.12
0.03 0.04 0.10
-0.41 -0.02 0.33
-0.05 -0.24 0.14
0.08 0.13 -0.13
0.02 -0.06 -0.05
0.59 -0.04 0.03
0.01 0.06 0.09
-0.02 -0.32 0.25
-0.27 0.03 -0.45

Calculated values
HOMO energy, eV: -4.16
Energy relative to the best compared isomer or geometry (same formula, charge and spin), kcal per mole: 9.8
Molecular weight, g/mol: 92.07
F_max, eV Å⁻¹: 0.672
HOMO-LUMO gap, eV: 8.5
E_tot, eV: -9805.77430
Charge: -1



Entry from OMol25: a molecular structure, C2H6NO3 at a distorted geometry (wB97M-V/def2-TZVPD).

Element x y z (Å)
1 O -3.1693 0.1498 0.8108
2 N -0.5988 -0.0977 0.4270
3 O 2.8086 -1.9132 -0.6995
4 O 1.7035 0.0641 0.3271
5 H 0.4442 1.3734 -0.5066
6 C -2.2364 0.7229 0.2017
7 H -0.6337 -0.5506 1.3339
8 H -1.9274 1.7125 0.6184
9 H 2.3021 -1.1405 -0.2141
10 C 0.5478 0.5075 0.1395
11 H -2.2638 0.6314 -0.9078
12 H 3.0234 -1.4596 -1.5305

Cartesian forces, eV/Å:
-0.03 -0.47 0.43
-0.31 1.47 0.65
-0.40 1.12 -0.06
-0.24 1.32 0.93
-0.14 0.64 -0.28
0.01 0.11 -0.05
0.21 -0.70 -0.29
0.16 -0.04 -0.54
0.80 -1.54 -0.55
-0.50 -1.93 -0.66
0.42 0.41 0.13
0.02 -0.40 0.30

Calculated values
HOMO energy, eV: -4.13
Energy relative to the best compared isomer or geometry (same formula, charge and spin), kcal per mole: 50.0
Molecular weight, g/mol: 92.07
F_max, eV Å⁻¹: 2.104
HOMO-LUMO gap, eV: 8.2
E_tot, eV: -9804.03331
Charge: -1



Entry from OMol25: 2 unconnected molecules or ions with the total composition C2H6NO3 at a distorted geometry (wB97M-V/def2-TZVPD).

Element x y z (Å)
1 C 0.9620 1.0268 -0.4675
2 H 1.9472 -0.3323 -1.6688
3 H -2.6316 -1.1888 -0.1328
4 C 0.5580 -0.0394 0.5544
5 H 0.1920 0.0041 -2.0422
6 O 1.4843 -0.2700 1.3245
7 N 1.1467 0.3948 -1.7665
8 O -3.0704 -0.4517 0.3730
9 O -0.4648 -0.5842 0.2394
10 H -2.3426 -0.0988 0.8507
11 H 1.8396 1.5110 -0.1415
12 H 0.2552 1.8638 -0.5158

Cartesian forces, eV/Å:
-0.83 0.80 -0.14
-2.45 1.25 -0.31
-0.44 1.36 0.90
3.35 2.68 -1.80
2.22 0.00 0.62
0.51 -1.26 2.38
0.28 -0.87 -0.89
-1.33 -1.71 -1.38
-3.70 -2.60 0.39
1.39 0.36 0.43
1.48 0.29 0.20
-0.47 -0.29 -0.40

Calculated values
HOMO energy, eV: -3.61
Energy relative to the best compared isomer or geometry (same formula, charge and spin), kcal per mole: 28.1
Molecular weight, g/mol: 92.07
F_max, eV Å⁻¹: 4.650
HOMO-LUMO gap, eV: 7.9
E_tot, eV: -9804.98394
Charge: -1



Entry from OMol25: 2 unconnected molecules or ions with the total composition C2H6NO3 at a distorted geometry (wB97M-V/def2-TZVPD).

Element x y z (Å)
1 O -1.4000 1.5934 0.0399
2 H -0.6586 0.6263 -1.6567
3 H -2.2498 1.7945 -0.3638
4 H -0.1599 -3.3155 0.4243
5 O 0.5690 -2.7809 0.7631
6 O -0.5829 -0.8923 0.0176
7 C 0.3763 -1.4594 0.6412
8 H 1.6359 0.8570 -0.5749
9 H 0.9312 2.0316 0.4862
10 H 1.1842 -0.9030 1.1297
11 N 0.7711 1.3636 -0.3142
12 C -0.4165 1.0846 -0.5923

Cartesian forces, eV/Å:
0.23 1.35 1.92
0.69 0.71 2.38
0.03 -0.55 -0.63
-0.36 0.08 -0.29
-0.01 2.03 0.23
3.09 -2.93 2.35
-2.81 -0.08 -1.94
-1.29 0.48 -0.46
-0.28 -1.01 -1.02
-0.10 -0.09 -0.06
4.73 2.19 3.19
-3.91 -2.16 -5.65

Calculated values
HOMO energy, eV: -15.68
Energy relative to the best compared isomer or geometry (same formula, charge and spin), kcal per mole: 20.6
Molecular weight, g/mol: 92.07
F_max, eV Å⁻¹: 7.209
HOMO-LUMO gap, eV: 12.0
E_tot, eV: -9796.19518
Charge: +1



Entry from OMol25: a single C2H6NO3P molecule at a distorted geometry (wB97M-V/def2-TZVPD).

Element x y z (Å)
1 H -2.9162 -1.3173 0.8715
2 H 2.5120 1.8053 -1.2045
3 H -2.3586 0.3619 0.2238
4 H -2.4591 -0.0628 1.9653
5 C -2.2487 -0.4209 0.9500
6 O -0.8571 -2.5965 0.1391
7 P -0.5415 -1.3530 0.8067
8 O 1.1267 0.1348 -2.2411
9 O 0.0583 0.0525 -0.3961
10 C 2.1357 1.0529 -0.3991
11 N 1.0178 0.3524 -1.0344
12 H 1.6822 1.6315 0.3678
13 H 2.8485 0.3592 -0.0490

Cartesian forces, eV/Å:
0.25 0.99 -0.62
-0.28 -1.71 1.51
-0.43 0.12 -0.40
0.47 0.28 -0.17
0.65 -1.89 0.89
-0.42 -1.89 -1.48
-0.83 0.94 3.11
-0.17 -0.15 1.26
-2.10 0.81 0.62
-0.34 2.75 -2.05
2.43 0.22 -3.95
-0.04 0.30 1.00
0.81 -0.76 0.28

Calculated values
HOMO energy (spin up / spin down), eV: -8.06 / -8.06
Energy relative to the best compared isomer or geometry (same formula, charge and spin), kcal per mole: 135.6
Molecular weight, g/mol: 123.05
F_max, eV Å⁻¹: 4.648
HOMO-LUMO gap (spin up / spin down), eV: 6.8 / 6.8
E_tot, eV: -19088.34458